The following is a quantum chemistry calculation of C22H20N2O3PPd as an isolated structure, from OMol25.

Computed properties:
LUMO (alpha / beta)	0.0869 / 0.0831	Eh
HOMO-LUMO gap (alpha / beta)	0.2297 / 0.2293	Ha
HOMO level (alpha / beta)	-3.884 / -3.979	eV
net charge	-1

```
49
Properties=species:S:1:pos:R:3:forces:R:3:lowdin_charge:R:1
Pd -0.17385 -0.07706 -0.08342 0.40 -0.01 -0.30 0.82
N -0.21611 2.20179 0.00318 0.21 -0.63 0.26 -0.03
C -0.65646 2.43417 1.39586 -0.02 0.09 0.25 -0.19
C 0.27918 1.64615 2.32439 0.13 -0.10 -0.03 -0.59
O 0.92528 2.26257 3.18339 -0.03 0.04 0.01 -0.03
N 0.32052 0.34999 2.02842 -0.19 -0.27 -0.28 -0.05
C 1.51061 -0.39571 2.36020 0.24 0.26 -0.19 -0.17
C 2.50426 -0.45849 1.15292 -0.11 -0.20 0.13 -0.68
O 3.64252 -0.87640 1.37539 -0.12 0.04 0.01 -0.03
O 2.05878 -0.07970 0.01118 0.29 -0.08 -0.13 -0.16
H -0.75762 2.74960 -0.65154 -0.07 -0.11 -0.15 0.07
H 0.76047 2.45970 -0.09536 0.07 0.00 0.00 0.09
H -0.61516 3.48655 1.68389 -0.01 -0.01 -0.05 0.10
H -1.67698 2.06056 1.49636 -0.03 0.01 -0.06 0.08
H 2.06075 0.06361 3.18341 -0.03 -0.05 0.04 0.10
H 1.24838 -1.42007 2.63497 0.06 -0.03 0.00 0.10
C -2.05082 1.13053 -4.23542 0.11 -0.21 -0.03 -0.10
C -1.47200 -0.09597 -3.94341 -0.01 0.20 -0.18 -0.08
C -1.59593 -0.65558 -2.67830 -0.05 -0.06 0.20 -0.09
C -2.30449 0.00954 -1.67238 -0.10 -0.03 -0.19 -0.40
C -2.87779 1.25030 -1.98275 0.11 0.06 -0.02 -0.13
C -2.75943 1.80105 -3.24722 -0.07 0.07 0.13 -0.10
P -2.58112 -0.59403 0.05363 -1.01 -0.33 0.01 1.01
C -4.40438 -0.93429 -0.11239 0.10 -0.03 0.10 -0.37
C -4.98691 -1.54249 -1.22160 -0.03 0.03 0.01 -0.10
C -6.35343 -1.77371 -1.25521 -0.02 -0.03 -0.07 -0.09
C -7.15221 -1.39788 -0.18226 -0.04 0.02 0.06 -0.11
C -6.58237 -0.79211 0.92762 -0.05 -0.03 -0.04 -0.10
C -5.21304 -0.56308 0.95809 0.04 -0.03 -0.03 -0.11
C -1.86052 -2.26112 -0.01841 0.12 0.24 0.09 -0.41
C -2.45811 -3.51098 0.04846 0.05 -0.09 -0.06 -0.09
C -1.63932 -4.63485 0.03007 -0.01 -0.08 0.00 -0.11
C -0.25946 -4.49511 -0.05137 -0.03 0.08 -0.03 -0.10
C 0.33246 -3.23413 -0.09399 0.30 0.11 -0.04 -0.09
C -0.46795 -2.10402 -0.07409 -0.16 1.03 0.50 -0.24
H -1.95594 1.55535 -5.22677 0.01 0.02 0.01 0.10
H -0.92159 -0.62682 -4.71027 0.01 -0.01 0.02 0.10
H -1.15492 -1.62374 -2.48421 -0.01 -0.03 0.06 0.10
H -3.43461 1.77840 -1.21444 0.00 0.01 -0.01 0.10
H -3.22021 2.75738 -3.46503 -0.01 -0.01 0.01 0.10
H -4.36313 -1.83074 -2.06101 -0.02 0.00 -0.01 0.11
H -6.80407 -2.24986 -2.11809 0.02 0.00 -0.01 0.10
H -8.22022 -1.57694 -0.21309 0.01 0.00 -0.01 0.09
H -7.20474 -0.49848 1.76402 0.02 0.01 0.01 0.10
H -4.75160 -0.09201 1.81909 -0.03 0.01 0.01 0.09
H -3.53387 -3.61761 0.13374 0.00 0.05 -0.04 0.10
H -2.07504 -5.62564 0.08907 -0.02 0.02 0.00 0.09
H 0.36953 -5.37773 -0.06704 -0.01 0.00 0.01 0.09
H 1.41273 -3.14667 -0.13027 0.00 0.07 0.03 0.10
```
Positions in Å, forces in eV/Å.

***

The following is a quantum chemistry calculation of C22H20N3O4PdS3 as an isolated structure, from OMol25.

Computed properties:
LUMO	0.0482	Eh
HOMO-LUMO gap	0.2492	Ha
HOMO level	-5.469	eV
net charge	-1

```
53
Properties=species:S:1:pos:R:3:forces:R:3:lowdin_charge:R:1
Pd 0.67746 0.19224 1.08002 0.03 0.73 -0.35 0.71
C 0.35457 -2.82517 -1.85511 -0.02 -0.01 0.01 -0.02
C 0.85716 -2.14787 -0.60952 0.10 -0.24 0.59 -0.23
N 0.06452 -1.33242 0.03810 -0.73 -0.78 -1.61 -0.11
N -1.26347 -1.36125 -0.52316 0.72 0.24 0.45 -0.07
C -1.87684 -0.25492 -0.35978 -0.21 0.21 -0.11 -1.09
S -1.22939 1.15511 0.39617 -0.36 0.10 0.49 0.63
S -3.56424 -0.20612 -0.94279 0.13 -0.12 0.04 0.88
C -3.45239 1.21227 -2.08354 0.00 0.17 -0.11 -0.44
C -3.35816 0.79384 -3.52474 0.10 -0.05 0.09 -0.30
C -2.10778 0.55080 -4.08844 0.01 -0.02 0.00 -0.04
C -1.99375 0.12896 -5.40434 -0.04 0.00 0.02 -0.09
C -3.13447 -0.05539 -6.17655 0.00 0.01 0.03 -0.10
C -4.38483 0.18691 -5.62408 0.04 0.02 0.05 -0.09
C -4.49359 0.60990 -4.30499 -0.03 -0.01 -0.06 -0.05
C 2.21173 -2.47128 -0.15553 -0.09 -0.37 -0.28 -0.11
C 2.67039 -3.79374 -0.37096 -0.06 0.17 0.02 -0.06
C 3.90546 -4.22186 0.04268 0.10 0.16 0.08 -0.11
C 4.75713 -3.29925 0.67574 0.01 -0.15 -0.02 -0.10
C 4.35070 -2.01251 0.89997 -0.07 0.07 -0.06 -0.03
C 3.06174 -1.55404 0.50646 -0.06 0.20 0.14 -0.38
O 2.72308 -0.33440 0.75585 0.20 -0.01 0.25 -0.20
H -0.65237 -3.21461 -1.74525 0.01 -0.04 0.06 0.08
H 0.29921 -2.04976 -2.62467 -0.05 -0.02 0.00 0.10
H 1.03794 -3.59212 -2.19621 0.00 0.04 -0.07 0.06
H -4.32057 1.84441 -1.90475 -0.06 -0.06 -0.01 0.08
H -2.57045 1.78024 -1.79375 -0.05 0.06 0.03 0.04
H -1.22033 0.69269 -3.48036 -0.01 0.00 -0.03 0.12
H -1.01365 -0.05417 -5.82782 -0.02 0.00 0.00 0.10
H -3.04753 -0.38264 -7.20510 -0.01 0.00 0.01 0.10
H -5.27819 0.04746 -6.22060 0.01 0.01 0.01 0.10
H -5.47310 0.79655 -3.87742 0.03 0.00 0.00 0.11
H 2.01034 -4.51205 -0.83773 0.01 0.00 0.02 0.10
H 4.20957 -5.24766 -0.11585 0.02 0.02 0.02 0.09
H 5.74415 -3.60921 1.00027 -0.01 -0.01 -0.01 0.10
H 4.99272 -1.28994 1.38927 0.02 -0.02 -0.01 0.11
N 1.72725 -0.44993 3.30963 0.41 -0.31 0.67 0.07
C 1.22852 0.81835 3.62374 0.06 -0.19 -0.04 -0.34
C 1.35036 1.84439 2.67785 -0.10 -0.03 -0.36 -0.14
C 0.79814 3.11295 2.93557 -0.03 -0.02 -0.17 -0.05
C 0.13010 3.36615 4.10593 0.25 -0.55 0.16 -0.26
C -0.00764 2.31571 5.03348 -0.12 0.37 -0.04 -0.03
C 0.52393 1.06903 4.80442 -0.04 -0.10 -0.07 -0.03
S -0.48714 4.99694 4.48912 -0.25 0.19 -0.04 0.39
O -0.18939 5.76629 3.29201 0.00 0.04 0.01 -0.37
O 0.26314 5.39076 5.66919 0.14 -0.03 0.08 -0.36
O -1.90097 4.77361 4.74131 -0.07 -0.01 -0.01 -0.36
H 1.67583 -1.15887 4.02455 -0.14 0.20 0.19 0.10
H 2.63290 -0.44862 2.85933 -0.08 0.03 -0.17 0.07
H 1.98895 1.73000 1.79193 0.29 0.07 0.18 0.09
H 0.91267 3.91908 2.22214 0.00 -0.01 0.00 0.11
H -0.54354 2.51037 5.95541 0.01 0.04 -0.03 0.12
H 0.40413 0.27482 5.53287 0.01 0.01 -0.01 0.11
```
Positions in Å, forces in eV/Å.

***

The following is a quantum chemistry calculation of C22H21AuIN3O2 as an isolated structure, from OMol25.

Computed properties:
LUMO	-0.0194	Eh
HOMO-LUMO gap	0.2452	Ha
HOMO level	-7.198	eV

```
50
Properties=species:S:1:pos:R:3:forces:R:3:lowdin_charge:R:1
Au 0.19606 -0.43153 -0.58242 -0.22 -0.20 -0.39 0.45
C -3.41249 3.36314 -0.28388 -0.02 0.04 -0.02 -0.02
C -3.41994 2.39975 0.86633 0.08 -0.19 -0.11 -0.27
N -4.15993 2.69730 1.91211 -0.06 -0.01 0.04 0.12
C -4.21857 1.82544 2.92717 0.04 0.02 -0.09 -0.10
C -3.41472 0.71686 3.01809 0.03 -0.01 -0.02 -0.14
C -3.55661 -0.17358 4.23075 0.05 0.07 0.01 -0.21
O -3.59581 -1.55686 3.91966 -0.11 -0.08 0.08 -0.07
C -2.50191 0.44440 1.96332 0.14 0.04 0.18 -0.05
C -1.39128 -0.43532 2.34452 0.14 -0.07 -0.36 -0.07
N -0.19225 -0.35047 1.88961 -0.15 0.34 0.73 0.04
C 0.83956 -1.01443 2.60144 -0.14 0.01 -0.20 -0.31
C 0.69542 -1.42161 3.93183 0.03 -0.05 0.09 -0.01
C 1.70688 -2.06350 4.62050 0.00 0.01 -0.01 -0.07
C 2.92262 -2.31174 4.00563 0.02 -0.01 -0.05 -0.08
C 3.11824 -1.87619 2.70620 -0.03 0.00 0.07 -0.17
C 2.09846 -1.22558 2.02683 0.20 -0.04 0.10 -0.59
I 2.66200 -0.51966 0.12295 -0.27 0.01 -0.09 1.06
C -2.64813 1.20459 0.79883 -0.21 0.08 -0.11 -0.18
O -2.22954 0.91243 -0.45390 0.22 0.09 0.11 -0.14
H -4.34419 3.92333 -0.27944 0.00 0.04 0.00 0.08
H -3.28422 2.85492 -1.23613 -0.02 0.00 0.00 0.07
H -2.58872 4.07121 -0.17359 0.03 0.00 0.00 0.09
H -4.93220 2.04608 3.71184 -0.03 0.02 0.02 0.11
H -4.45998 0.13660 4.76684 0.04 -0.03 0.00 0.12
H -2.72224 -0.05254 4.92830 0.00 0.01 -0.05 0.12
H -4.18649 -1.70224 3.16805 0.02 0.01 -0.04 0.08
H -1.63422 -1.09503 3.17016 0.01 -0.15 -0.08 0.10
H -0.22652 -1.21484 4.45476 -0.03 0.00 0.00 0.11
H 1.54204 -2.36021 5.64718 0.00 -0.01 0.02 0.11
H 3.71779 -2.82200 4.52974 0.03 0.00 0.02 0.11
H 4.07012 -2.03869 2.21988 0.02 0.00 0.00 0.09
C -1.06121 -3.17428 0.08240 0.02 -0.03 -0.01 -0.08
C -2.45275 -2.61189 0.19766 0.04 -0.01 0.07 -0.21
C -3.41988 -3.41517 0.79008 -0.11 -0.01 0.04 -0.07
C -4.74888 -3.02854 0.87503 0.13 0.10 -0.09 -0.11
C -5.12081 -1.85066 0.24342 -0.01 -0.01 0.03 -0.06
C -4.19245 -1.02880 -0.38178 -0.35 0.01 -0.07 -0.21
C -4.70882 0.11404 -1.21702 -0.06 0.03 0.00 -0.03
C -2.82430 -1.34364 -0.30574 0.28 -0.33 -0.08 -0.25
N -1.87169 -0.45576 -0.79941 0.28 0.41 0.14 -0.12
H -1.08155 -4.23193 0.34282 0.02 -0.03 0.00 0.08
H -0.34968 -2.68808 0.75270 0.03 0.02 0.03 0.04
H -0.66212 -3.09086 -0.92991 -0.04 0.00 0.00 0.07
H -3.11149 -4.37292 1.19173 -0.01 -0.02 0.02 0.11
H -5.48365 -3.66401 1.34872 -0.03 -0.03 0.02 0.10
H -6.16672 -1.57214 0.18398 -0.03 -0.02 0.02 0.11
H -5.67815 -0.16319 -1.63173 -0.02 0.00 0.00 0.08
H -4.03157 0.33932 -2.04032 0.01 -0.03 0.04 0.09
H -4.85654 1.03118 -0.64368 0.03 -0.01 -0.01 0.07
```
Positions in Å, forces in eV/Å.

***

The following is a quantum chemistry calculation of C22H21Br3IrN5O3P as an isolated structure, from OMol25.

Computed properties:
LUMO (alpha / beta)	-0.2724 / -0.3364	Eh
HOMO-LUMO gap (alpha / beta)	0.2367 / 0.1727	Ha
<S²>	0.78
HOMO level (alpha / beta)	-13.852 / -13.853	eV
multiplicity	2
net charge	+2

```
56
Properties=species:S:1:pos:R:3:forces:R:3:lowdin_spin:R:1
Ir -0.50754 0.03605 0.36270 -0.31 0.47 0.42 0.04
C -1.32547 -1.83747 -2.16454 -0.02 -0.03 0.03 0.00
C -1.54789 -2.49439 -0.84379 -0.01 0.12 0.19 0.00
C -2.16318 -3.75133 -0.72635 0.01 -0.01 -0.09 0.01
C -2.36975 -4.34494 0.49378 -0.03 -0.11 0.01 0.01
C -1.94385 -3.68617 1.65748 -0.05 -0.08 0.08 0.02
C -2.06533 -4.15290 3.01780 0.11 0.20 -0.06 0.20
Br -2.87063 -5.76806 3.35859 -0.11 -0.21 0.04 0.11
C -1.58080 -3.39993 4.08376 -0.03 -0.04 -0.02 -0.01
C -0.95628 -2.17696 3.88993 -0.02 -0.11 -0.13 0.13
Br -0.30446 -1.18442 5.29597 0.06 0.08 0.09 0.06
C -0.81787 -1.68909 2.56260 0.15 0.19 0.02 0.12
O -0.23246 -0.59896 2.23930 0.09 -0.24 0.43 0.22
C -1.33929 -2.45540 1.48270 0.02 0.10 -0.14 0.04
N -1.15811 -1.86258 0.27300 0.17 -0.26 -0.22 0.03
H -1.72296 -2.45000 -2.96940 0.01 -0.01 0.01 0.00
H -0.25778 -1.68741 -2.33627 -0.02 0.02 0.00 0.00
H -1.81469 -0.86225 -2.19967 0.01 0.01 0.00 0.00
H -2.47924 -4.24877 -1.63322 0.01 0.01 0.02 0.00
H -2.84791 -5.31369 0.55776 -0.01 0.02 -0.01 0.00
H -1.69109 -3.78019 5.09023 -0.01 0.00 0.00 0.00
C 4.33766 -0.43309 -1.52415 0.05 -0.03 -0.04 0.00
N 4.24880 -0.65737 -0.07581 -0.09 0.14 -0.13 0.00
C 4.57180 0.59400 0.61324 0.02 0.12 0.10 0.00
N 3.74456 1.73154 0.19474 0.22 -0.05 -0.17 0.00
C 3.84769 1.88579 -1.26273 0.02 0.10 0.08 0.00
N 3.50486 0.67287 -2.00739 0.06 -0.03 0.10 0.00
C 2.08549 0.36352 -1.92738 0.08 -0.09 0.32 0.00
P 1.67464 0.07042 -0.15256 0.11 -0.12 -0.03 0.00
C 2.94611 -1.17488 0.31637 -0.17 0.09 -0.04 0.00
C 2.37506 1.61616 0.64076 -0.17 -0.58 -0.27 0.00
H 4.06624 -1.34877 -2.05074 0.01 -0.01 0.00 0.00
H 5.37395 -0.19441 -1.75805 0.02 -0.02 -0.02 0.00
H 5.60858 0.84059 0.39117 0.04 -0.01 0.01 0.00
H 4.47316 0.45536 1.69031 0.01 -0.02 0.01 0.00
H 4.87956 2.14284 -1.49577 0.02 0.02 -0.03 0.00
H 3.20443 2.70589 -1.58257 0.01 0.01 -0.03 0.00
H 1.86070 -0.53505 -2.50548 0.02 0.00 -0.05 0.00
H 1.47837 1.18291 -2.31383 0.01 0.04 -0.01 0.00
H 2.73476 -2.11707 -0.19388 0.05 -0.03 -0.01 0.00
H 2.90703 -1.35534 1.39260 0.04 0.01 0.02 0.00
H 2.31612 1.51171 1.72556 0.04 0.04 0.02 0.00
H 1.77849 2.47663 0.33514 0.04 0.05 -0.01 0.00
Br -6.27076 5.02230 0.15389 -0.07 0.03 0.01 0.00
C -4.61297 4.50009 -0.54005 -0.05 0.01 0.03 0.00
C -4.01130 5.25499 -1.54908 0.15 0.18 -0.24 0.00
N -2.83130 4.96564 -2.10193 -0.28 -0.23 0.39 0.00
C -2.20903 3.88849 -1.64238 0.19 0.12 -0.21 0.00
C -2.73192 3.07166 -0.63968 -0.16 0.08 0.05 0.00
C -3.97181 3.38127 -0.06950 0.07 -0.01 -0.03 0.00
C -2.01586 1.91077 -0.19653 0.33 -0.58 0.29 0.00
O -0.79323 1.63565 -0.71492 -0.56 0.35 -0.07 0.00
O -2.40893 1.07670 0.66563 -0.08 0.35 -0.71 0.01
H -4.51316 6.13866 -1.92566 -0.01 0.00 0.00 0.00
H -1.24993 3.66091 -2.09206 -0.01 -0.03 0.02 0.00
H -4.40129 2.76749 0.71033 0.02 -0.01 0.00 0.00
```
Positions in Å, forces in eV/Å.

***

Electronic energy list, top to bottom, in eV: -45030.74458; -71786.06076; -43509.88999; -258987.78794
ΔE to the lowest compared entry with this formula, charge and spin list, top to bottom, in kJ/mol: 170.6; 32.6; 48.0; 81.8